1.
Formula: C27H28MoN7O6P2
Source: the Open Molecules 2025 dataset
Level of theory: ωB97M-V/def2-TZVPD

Last column: Löwdin charge in e.
Geometry (Å):
1 Mo -0.617 0.219 -0.565  1.651
2 C 2.316 -1.136 3.727  -0.017
3 C 1.263 -1.391 2.693  -0.248
4 C 1.597 -1.721 1.387  -0.029
5 C 0.605 -2.022 0.454  -0.125
6 C -0.751 -1.933 0.797  -0.177
7 C -1.090 -1.602 2.125  -0.069
8 C -0.100 -1.343 3.044  -0.045
9 H 2.279 -0.102 4.077  0.091
10 H 3.315 -1.327 3.342  0.089
11 H 2.156 -1.774 4.598  0.102
12 H 2.639 -1.810 1.108  0.127
13 H 0.891 -2.438 -0.503  0.102
14 H -1.510 -2.359 0.148  0.106
15 H -2.129 -1.597 2.426  0.127
16 H -0.368 -1.164 4.081  0.131
17 C 3.610 1.241 -1.605  -0.043
18 C 2.341 1.242 -1.033  -0.062
19 N 1.419 0.356 -1.416  0.013
20 C 1.768 -0.515 -2.388  -0.180
21 C 3.045 -0.499 -2.926  -0.029
22 N 3.966 0.371 -2.533  0.136
23 C 0.691 -1.393 -2.828  -0.187
24 C 0.832 -2.399 -3.759  0.077
25 C -0.278 -3.150 -4.156  -0.121
26 C -1.512 -2.800 -3.600  0.078
27 C -1.590 -1.783 -2.676  -0.172
28 N -0.499 -1.102 -2.252  0.012
29 C -2.836 -1.266 -2.118  -0.178
30 C -4.107 -1.678 -2.494  -0.026
31 N -5.200 -1.070 -2.058  0.138
32 C -5.034 -0.032 -1.256  -0.045
33 C -3.775 0.383 -0.836  -0.047
34 N -2.673 -0.248 -1.249  0.008
35 C -0.156 -4.240 -5.135  -0.121
36 C -1.183 -4.501 -6.041  0.058
37 C -1.017 -5.534 -6.953  0.004
38 N 0.077 -6.279 -6.964  0.313
39 C 1.061 -6.057 -6.107  0.004
40 C 0.991 -5.031 -5.174  0.057
41 H 4.345 1.971 -1.290  0.134
42 H 2.074 1.958 -0.279  0.085
43 H 3.335 -1.195 -3.703  0.126
44 H 1.796 -2.588 -4.206  0.126
45 H -2.403 -3.337 -3.888  0.125
46 H -4.249 -2.509 -3.172  0.127
47 H -5.920 0.491 -0.919  0.134
48 H -3.658 1.206 -0.154  0.097
49 H -2.079 -3.896 -6.084  0.144
50 H -1.777 -5.760 -7.692  0.165
51 H 1.922 -6.712 -6.161  0.164
52 H 1.806 -4.896 -4.474  0.144
53 N -0.058 4.521 1.544  0.206
54 C -1.065 3.564 0.934  -0.468
55 C -2.484 4.046 1.233  -0.044
56 P -0.799 1.870 1.564  0.396
57 O -0.732 2.096 3.106  -0.045
58 O -1.895 0.977 1.011  -0.375
59 O 0.458 1.243 0.951  -0.380
60 P -0.582 3.481 -0.885  0.367
61 O -1.605 4.453 -1.574  -0.069
62 O 0.834 3.897 -0.893  -0.264
63 O -0.956 2.061 -1.349  -0.421
64 H -0.409 5.482 1.485  0.181
65 H 0.803 4.475 0.963  0.143
66 H 0.140 4.330 2.530  0.167
67 H -2.687 4.066 2.305  0.103
68 H -3.212 3.391 0.758  0.087
69 H -2.635 5.044 0.818  0.100
70 H -0.685 1.327 3.697  0.116
71 H -1.240 5.094 -2.202  0.125

Properties
Charge = +3
Highest occupied orbital energy (spin up / spin down) = -15.424 / -14.646 eV
Total energy = -2630.65032 Eh
2S+1 = 3

=====

2.
Formula: C5H6N2
Source: the Open Molecules 2025 dataset
Level of theory: ωB97M-V/def2-TZVPD

Last column: natural (NBO) charge in e.
Geometry (Å):
1 C -2.665 0.013 -0.484  -0.220
2 C -1.567 0.061 0.037  -0.041
3 C -0.253 0.308 0.603  -0.373
4 C 0.450 -0.903 0.689  -0.229
5 C 0.907 1.208 0.159  0.040
6 H -3.807 0.141 -0.800  0.269
7 H -0.390 0.262 1.824  0.242
8 H -0.209 -1.745 0.847  0.221
9 H 1.196 -0.904 1.514  0.183
10 H 1.997 -1.447 -0.721  0.365
11 H 1.013 2.235 0.340  0.213
12 N 1.084 -0.903 -0.690  -0.457
13 N 1.626 0.522 -0.600  -0.214

Properties
Charge = 0
Highest occupied orbital energy = -9.495 eV
Total energy = -303.44227 Eh

=====

3.
Formula: C56H80FN4O4P2RbS
Source: the Open Molecules 2025 dataset
Level of theory: ωB97M-V/def2-TZVPD

Last column: Löwdin charge in e.
Geometry (Å):
1 Rb 0.077 0.211 0.032  0.654
2 C -1.186 -1.638 4.224  -0.152
3 C -2.628 -1.608 3.713  -0.540
4 C -3.397 -2.810 4.261  -0.129
5 P -2.571 -1.317 1.852  1.087
6 C -3.105 -2.951 1.139  -0.559
7 C -1.973 -3.971 1.256  -0.114
8 C -3.467 -2.740 -0.331  -0.126
9 C -4.059 -0.291 1.569  -0.314
10 C -5.265 -0.538 2.221  -0.079
11 C -6.410 0.226 2.045  -0.316
12 C -7.701 -0.104 2.748  -0.087
13 C -6.311 1.292 1.149  -0.079
14 C -5.143 1.573 0.477  -0.039
15 C -3.955 0.795 0.642  -0.342
16 N -2.832 0.979 -0.077  -0.041
17 C -2.632 2.160 -0.757  -0.369
18 C -2.755 3.429 -0.161  -0.037
19 C -2.530 4.593 -0.873  -0.064
20 C -2.146 4.555 -2.210  -0.298
21 C -1.970 5.815 -3.018  -0.067
22 C -1.963 3.304 -2.790  -0.066
23 C -2.206 2.116 -2.107  -0.316
24 P -2.029 0.440 -2.823  1.085
25 C -1.452 0.791 -4.562  -0.559
26 C -0.782 -0.464 -5.127  -0.134
27 C -2.434 1.374 -5.577  -0.126
28 C -3.828 -0.073 -2.916  -0.542
29 C -4.868 0.954 -3.362  -0.108
30 C -3.980 -1.387 -3.680  -0.134
31 H -1.155 -1.683 5.319  0.076
32 H -0.628 -0.763 3.887  0.039
33 H -0.652 -2.513 3.841  0.061
34 H -3.104 -0.695 4.089  0.096
35 H -2.941 -3.749 3.944  0.061
36 H -4.442 -2.834 3.954  0.048
37 H -3.375 -2.795 5.356  0.070
38 H -3.993 -3.312 1.671  0.095
39 H -1.094 -3.630 0.706  0.055
40 H -2.278 -4.934 0.834  0.078
41 H -1.663 -4.143 2.288  0.052
42 H -2.635 -2.277 -0.872  0.068
43 H -4.336 -2.089 -0.436  0.067
44 H -3.690 -3.698 -0.811  0.077
45 H -5.320 -1.374 2.911  0.083
46 H -7.518 -0.704 3.643  0.063
47 H -8.387 -0.673 2.112  0.065
48 H -8.230 0.800 3.062  0.062
49 H -7.183 1.916 0.964  0.099
50 H -5.126 2.401 -0.220  0.095
51 H -3.046 3.478 0.883  0.112
52 H -2.654 5.553 -0.380  0.100
53 H -2.168 6.698 -2.407  0.069
54 H -2.658 5.840 -3.868  0.071
55 H -0.959 5.911 -3.421  0.050
56 H -1.634 3.268 -3.823  0.095
57 H -0.647 1.510 -4.380  0.068
58 H -1.502 -1.274 -5.273  0.058
59 H -0.006 -0.824 -4.451  0.068
60 H -0.322 -0.249 -6.097  0.069
61 H -3.179 0.631 -5.871  0.057
62 H -1.902 1.675 -6.486  0.071
63 H -2.968 2.244 -5.193  0.057
64 H -4.015 -0.278 -1.859  0.063
65 H -4.847 1.117 -4.441  0.051
66 H -4.715 1.915 -2.869  0.065
67 H -5.870 0.600 -3.098  0.073
68 H -3.834 -1.248 -4.754  0.054
69 H -4.985 -1.796 -3.536  0.072
70 H -3.261 -2.134 -3.337  0.061
71 C 5.199 -2.645 -1.687  -0.057
72 C 5.165 -1.583 -0.583  -0.360
73 C 4.033 -0.588 -0.832  -0.060
74 C 5.216 -2.178 0.817  -0.136
75 C 6.471 -2.269 1.411  -0.069
76 C 6.635 -2.716 2.711  -0.122
77 C 5.503 -3.030 3.447  -0.072
78 C 4.228 -2.960 2.895  -0.144
79 C 3.049 -3.207 3.821  -0.365
80 C 2.321 -1.889 4.095  -0.067
81 C 2.064 -4.293 3.383  -0.064
82 C 4.069 -2.585 1.537  -0.200
83 N 2.816 -2.565 0.934  0.097
84 C 2.509 -3.622 0.188  -0.301
85 C 3.240 -4.847 0.096  -0.058
86 C 2.832 -5.907 -0.697  -0.144
87 C 1.670 -5.852 -1.455  -0.152
88 C 0.910 -4.680 -1.387  -0.056
89 C 1.324 -3.638 -0.603  -0.230
90 F 0.518 -2.527 -0.574  -0.081
91 H 5.305 -2.165 -2.664  0.072
92 H 4.279 -3.231 -1.692  0.066
93 H 6.036 -3.335 -1.547  0.074
94 H 6.096 -1.010 -0.668  0.117
95 H 3.096 -1.091 -1.069  0.067
96 H 4.301 0.053 -1.675  0.066
97 H 3.853 0.048 0.035  0.084
98 H 7.340 -1.961 0.836  0.100
99 H 7.622 -2.785 3.154  0.081
100 H 5.603 -3.337 4.484  0.095
101 H 3.489 -3.542 4.769  0.114
102 H 1.883 -1.496 3.177  0.071
103 H 3.016 -1.140 4.485  0.078
104 H 1.522 -2.035 4.829  0.062
105 H 1.456 -3.952 2.547  0.064
106 H 1.400 -4.545 4.217  0.070
107 H 2.582 -5.201 3.070  0.075
108 H 4.158 -4.934 0.666  0.105
109 H 3.444 -6.804 -0.720  0.085
110 H 1.354 -6.682 -2.074  0.072
111 H -0.012 -4.563 -1.946  0.109
112 O 0.797 1.018 2.469  -0.687
113 S 0.836 2.458 2.869  0.920
114 C -0.159 2.492 4.390  -0.322
115 C 0.688 1.756 5.416  -0.246
116 C 2.064 2.417 5.322  -0.229
117 C 2.374 2.631 3.835  -0.309
118 H -1.113 2.025 4.148  0.089
119 H -0.321 3.538 4.668  0.090
120 H 0.754 0.704 5.133  0.090
121 H 0.266 1.813 6.422  0.107
122 H 2.839 1.817 5.802  0.105
123 H 2.032 3.383 5.835  0.101
124 H 3.001 1.854 3.399  0.091
125 H 2.830 3.590 3.599  0.078
126 C 1.314 5.466 -1.722  -0.070
127 C 1.649 4.760 -3.031  -0.161
128 C 2.569 3.518 -2.913  -0.301
129 C 2.858 2.995 -4.324  -0.188
130 C 3.711 1.733 -4.353  -0.077
131 C 3.859 3.972 -2.262  -0.443
132 O 4.715 4.613 -2.855  0.055
133 N 3.991 3.636 -0.955  0.202
134 C 2.975 3.049 -0.142  -0.550
135 O 3.168 3.118 1.070  -0.004
136 N 1.942 2.443 -0.733  0.129
137 C 1.809 2.474 -2.073  -0.465
138 O 1.013 1.746 -2.668  -0.008
139 H 0.726 6.364 -1.920  0.064
140 H 2.217 5.776 -1.191  0.079
141 H 0.732 4.823 -1.060  0.080
142 H 2.141 5.456 -3.717  0.120
143 H 0.730 4.411 -3.509  0.102
144 H 3.356 3.797 -4.873  0.112
145 H 1.897 2.798 -4.801  0.112
146 H 4.655 1.882 -3.822  0.076
147 H 3.953 1.454 -5.380  0.068
148 H 3.182 0.901 -3.890  0.069
149 H 4.780 4.013 -0.452  0.150

Properties
Charge = -2
Highest occupied orbital energy = -1.621 eV
Total energy = -3906.91927 Eh

=====

4.
Formula: C16H12BeF6IN3O6S2
Source: the Open Molecules 2025 dataset
Level of theory: ωB97M-V/def2-TZVPD

Last column: natural (NBO) charge in e.
Geometry (Å):
1 Be 0.606 0.137 -1.051  1.659
2 C -3.350 0.518 -2.730  -0.653
3 C -3.238 0.061 -1.306  0.188
4 N -4.358 -0.159 -0.650  -0.393
5 C -4.309 -0.638 0.602  -0.003
6 C -3.140 -0.976 1.241  -0.050
7 C -3.185 -1.580 2.619  -0.093
8 O -2.780 -2.948 2.635  -0.721
9 C -1.930 -0.745 0.555  -0.192
10 C -0.679 -1.237 1.089  0.188
11 N 0.447 -1.073 0.493  -0.623
12 C 1.593 -1.659 1.083  0.185
13 C 1.813 -1.709 2.456  -0.236
14 C 2.970 -2.286 2.953  -0.193
15 C 3.923 -2.808 2.093  -0.204
16 C 3.728 -2.747 0.720  -0.216
17 C 2.569 -2.172 0.233  -0.204
18 I 2.213 -1.984 -1.797  0.223
19 C -1.965 -0.160 -0.710  0.367
20 O -0.883 0.172 -1.367  -0.973
21 H -4.020 1.375 -2.791  0.232
22 H -3.788 -0.281 -3.330  0.228
23 H -2.383 0.781 -3.150  0.231
24 H -5.262 -0.766 1.106  0.190
25 H -4.192 -1.464 3.028  0.182
26 H -2.503 -1.071 3.303  0.186
27 H -3.410 -3.452 2.110  0.472
28 H -0.734 -1.828 2.000  0.202
29 H 1.090 -1.273 3.132  0.222
30 H 3.134 -2.314 4.022  0.223
31 H 4.829 -3.247 2.487  0.224
32 H 4.474 -3.136 0.041  0.230
33 F -1.309 3.027 -2.584  -0.292
34 C -0.279 3.018 -3.411  0.749
35 F -0.110 4.231 -3.919  -0.296
36 F -0.510 2.157 -4.398  -0.303
37 S 1.285 2.496 -2.558  2.245
38 O 1.225 1.028 -2.482  -1.049
39 O 2.355 3.026 -3.325  -0.874
40 N 1.041 3.150 -1.146  -1.204
41 S 1.582 2.509 0.164  2.266
42 O 1.625 1.041 0.041  -1.080
43 O 0.984 3.061 1.324  -0.873
44 C 3.384 2.908 0.271  0.732
45 F 3.556 4.214 0.123  -0.297
46 F 4.052 2.265 -0.679  -0.302
47 F 3.844 2.534 1.460  -0.300

Properties
Charge = 0
Highest occupied orbital energy = -8.632 eV
Total energy = -2940.75830 Eh

=====

5.
Formula: CH2FNO2S
Source: the Open Molecules 2025 dataset
Level of theory: ωB97M-V/def2-TZVPD

Last column: natural (NBO) charge in e.
Geometry (Å):
1 C -0.232 -0.324 -0.524  0.224
2 N -0.923 -1.423 0.582  -0.889
3 O -0.761 -3.788 1.372  -0.838
4 O 0.913 -2.915 -0.132  -0.892
5 F -1.330 0.267 -1.090  -0.330
6 S -0.310 -2.760 0.545  2.325
7 H 0.356 0.270 0.247  0.207
8 H 0.155 -0.966 -1.291  0.193

Properties
Charge = 0
Highest occupied orbital energy = -11.395 eV
Total energy = -742.48846 Eh

=====

6.
Formula: C7H8N4O
Source: the Open Molecules 2025 dataset
Level of theory: ωB97M-V/def2-TZVPD

Last column: natural (NBO) charge in e.
Geometry (Å):
1 C 2.630 -0.279 0.064  0.596
2 C 0.667 1.459 -0.299  0.658
3 C -0.577 0.599 -0.119  0.107
4 C -1.665 1.226 0.449  -0.199
5 C -2.877 0.596 0.413  -0.162
6 C -2.964 -0.719 -0.031  -0.244
7 C -1.799 -1.273 -0.601  0.046
8 H 2.200 -2.244 0.450  0.386
9 H 0.880 -1.347 -0.135  0.423
10 H 4.301 -0.957 0.560  0.339
11 H 2.634 1.626 -0.639  0.426
12 H -1.624 2.257 0.826  0.251
13 H -3.673 1.154 0.891  0.224
14 H -3.914 -1.228 0.002  0.230
15 H -1.789 -2.307 -1.055  0.207
16 N 1.820 -1.328 0.379  -0.866
17 N 3.885 -0.165 0.164  -0.752
18 N 1.958 0.908 -0.423  -0.644
19 N -0.595 -0.649 -0.581  -0.450
20 O 0.502 2.670 -0.317  -0.577

Properties
Charge = 0
Highest occupied orbital energy = -9.085 eV
Total energy = -565.82154 Eh